[1]
42
Properties=species:S:1:pos:R:3 method="wB97M-V/def2-TZVPD" gap_ev="5.84 / 3.54" lumo_ev="-0.257 / -0.416" charge=0
C 0.89 -1.38 -2.23
C 0.26 1.81 -2.07
C -0.52 -1.49 -2.61
H 1.39 -2.28 -2.65
C -0.96 1.52 -1.65
H 0.78 2.70 -1.67
H -1.01 -2.41 -2.26
H -1.35 2.08 -0.79
C -1.40 -0.51 -3.22
H -2.29 -1.10 -3.52
H -1.03 -0.05 -4.15
C 1.74 -0.15 -2.68
H 2.43 -0.47 -3.49
H 2.38 0.10 -1.82
C 1.05 1.13 -3.14
H 0.49 0.97 -4.07
H 1.84 1.84 -3.43
C -1.96 0.61 -2.29
H -2.67 1.23 -2.87
H -2.54 0.13 -1.49
Ba 1.54 -1.66 1.31
H 0.99 -1.53 -1.07
C 2.82 2.08 2.78
C 2.09 1.77 3.93
C 0.93 1.00 3.85
C 0.45 0.63 2.58
N 1.27 0.81 1.50
C 2.38 1.58 1.56
C -0.69 -0.32 2.37
C -1.30 -1.04 3.45
C -2.27 -2.01 3.17
C -2.62 -2.31 1.85
C -2.02 -1.60 0.78
C -1.00 -0.77 1.10
H 3.71 2.71 2.82
H 2.44 2.10 4.91
H 0.40 0.63 4.72
H 2.91 1.75 0.62
H -1.00 -0.83 4.47
H -2.78 -2.52 3.99
H -3.39 -3.06 1.65
H -2.39 -1.71 -0.24

[2]
47
Properties=species:S:1:pos:R:3 method="wB97M-V/def2-TZVPD" multiplicity=6 s2=8.80 gap_ev="8.13 / 4.07" lumo_ev="-12.507 / -16.124" charge=+4
Ir 0.26 -0.68 -0.09
O -2.93 -5.97 0.31
C -2.29 -4.88 0.05
C -2.04 -4.37 -1.24
C -1.34 -3.20 -1.39
N -0.88 -2.50 -0.32
C -1.12 -3.02 0.90
Br -0.33 -1.91 2.25
C -1.79 -4.16 1.17
H -3.26 -6.46 -0.46
H -2.39 -4.90 -2.12
H -1.13 -2.79 -2.36
H -1.96 -4.53 2.18
Br 6.18 -2.86 -2.19
C 4.57 -2.26 -1.59
C 3.83 -3.00 -0.66
C 2.62 -2.52 -0.24
N 2.11 -1.33 -0.68
C 2.84 -0.61 -1.58
C 4.05 -1.03 -2.05
H 4.20 -3.94 -0.28
H 2.03 -3.07 0.48
H 2.41 0.33 -1.92
H 4.59 -0.43 -2.77
C 0.00 5.02 1.71
N 0.53 3.61 1.83
C -0.20 2.85 2.90
C 0.68 2.83 0.55
C -0.59 2.40 -0.15
C -1.45 3.45 -0.69
C -2.67 3.19 -1.24
C -3.06 1.86 -1.34
C -2.17 0.80 -0.91
C -0.92 1.03 -0.36
H 0.17 5.52 2.67
H -1.07 4.98 1.52
H 0.53 5.55 0.93
H 1.50 3.73 2.17
H -1.24 2.73 2.59
H -0.16 3.42 3.82
H 0.28 1.88 3.04
H 1.28 1.96 0.79
H 1.26 3.46 -0.14
H -1.08 4.47 -0.67
H -3.30 3.99 -1.62
H -4.02 1.59 -1.78
H -2.54 -0.22 -1.04

[3]
55
Properties=species:S:1:pos:R:3 method="wB97M-V/def2-TZVPD" gap_ev=4.60 lumo_ev=3.682 charge=-2
Cs 0.30 1.60 -0.07
C 2.34 -0.45 -2.36
O 1.65 0.76 -2.59
C 0.81 0.68 -3.71
C -0.03 1.96 -3.79
O -0.97 2.12 -2.76
C -2.15 1.35 -2.91
C -3.03 1.50 -1.66
O -2.66 0.67 -0.60
C -3.03 -0.68 -0.76
H 3.00 -0.68 -3.21
H 2.92 -0.32 -1.46
H 1.64 -1.28 -2.23
H 1.41 0.60 -4.64
H 0.16 -0.20 -3.66
H 0.65 2.82 -3.71
H -0.53 1.98 -4.77
H -2.71 1.71 -3.79
H -1.92 0.29 -3.06
H -2.94 2.53 -1.30
H -4.08 1.30 -1.94
H -4.11 -0.78 -0.94
H -2.49 -1.17 -1.57
H -2.76 -1.18 0.17
N 0.64 -3.92 -3.98
C -0.05 -3.19 -3.02
S -1.37 -2.29 -3.59
N 0.32 -3.43 -1.80
N -0.01 -2.70 -0.74
C -0.04 -3.30 0.39
C -0.10 -2.59 1.65
C 0.38 -3.21 2.81
C 0.44 -2.49 3.99
C -0.01 -1.18 3.99
C -0.54 -0.67 2.81
N -0.59 -1.34 1.67
H 0.57 -3.53 -4.91
H 1.56 -4.23 -3.70
H 0.07 -4.40 0.46
H 0.75 -4.23 2.76
H 0.85 -2.93 4.88
H 0.05 -0.57 4.88
H -0.95 0.33 2.77
Br 0.53 4.26 6.65
C 1.02 3.45 4.99
C 2.14 2.67 4.91
Br 3.16 2.28 6.47
C 2.50 2.13 3.67
Br 4.08 1.06 3.52
C 1.79 2.33 2.49
O 2.17 1.88 1.36
C 0.54 3.10 2.59
O -0.22 3.25 1.58
C 0.24 3.65 3.84
Br -1.34 4.70 3.94

[4]
47
Properties=species:S:1:pos:R:3 method="wB97M-V/def2-TZVPD" gap_ev=8.14 lumo_ev=0.494 charge=0
O 4.08 -0.28 -0.98
C 3.10 -0.84 -0.14
C 3.35 -0.39 1.30
S 2.71 -1.57 2.53
C 1.02 -1.07 2.73
C 0.67 0.15 3.32
Cl 1.90 1.25 3.83
C -0.65 0.49 3.52
C -1.66 -0.39 3.17
C -1.34 -1.62 2.61
C -0.01 -1.95 2.39
Cl 0.36 -3.46 1.66
C 1.70 -0.44 -0.64
N 1.66 1.00 -0.84
C 0.75 1.75 0.02
C -0.51 2.21 -0.76
N -0.87 1.24 -1.76
C -1.83 0.28 -1.55
C -2.31 -0.47 -2.64
C -3.29 -1.43 -2.47
C -3.83 -1.63 -1.21
F -4.81 -2.55 -1.04
C -3.39 -0.90 -0.12
C -2.39 0.04 -0.29
C 0.13 1.11 -2.80
C 1.53 1.42 -2.22
H 3.89 0.66 -1.04
H 3.23 -1.92 -0.21
H 2.94 0.60 1.49
H 4.43 -0.37 1.48
H -0.89 1.45 3.97
H -2.69 -0.13 3.35
H -2.11 -2.32 2.34
H 0.94 -0.78 0.07
H 1.52 -0.96 -1.59
H 1.27 2.63 0.41
H 0.45 1.13 0.86
H -1.34 2.39 -0.08
H -0.29 3.15 -1.28
H -1.93 -0.30 -3.63
H -3.66 -2.00 -3.31
H -3.83 -1.07 0.85
H -2.05 0.58 0.58
H 0.11 0.09 -3.19
H -0.09 1.80 -3.63
H 1.73 2.49 -2.26
H 2.29 0.91 -2.82